{"formula": "C30H53FN5O11S2", "method": "ωB97M-V with the def2-TZVPD basis set", "total_charge": 1, "homo_ha": -0.4240, "elements": ["C", "C", "C", "C", "C", "C", "N", "C", "S", "C", "C", "C", "C", "C", "N", "C", "N", "N", "C", "C", "C", "O", "O", "C", "O", "N", "C", "C", "O", "C", "S", "C", "C", "O", "F", "H", "H", "H", "H", "H", "H", "H", "H", "H", "H", "H", "H", "H", "H", "H", "H", "H", "H", "H", "H", "H", "H", "H", "H", "H", "H", "H", "H", "H", "H", "H", "H", "H", "H", "H", "H", "H", "C", "C", "O", "C", "O", "O", "C", "H", "H", "H", "H", "H", "H", "H", "H", "C", "C", "O", "C", "O", "O", "C", "H", "H", "H", "H", "H", "H", "H", "H"], "coordinates": [[2.010, 0.806, -1.668], [0.618, 1.441, -1.031], [0.852, 2.865, -0.236], [-0.175, 0.299, -0.136], [-0.873, -0.757, -1.213], [-2.476, -1.003, -0.998], [-2.886, -1.897, 0.191], [-2.783, -1.224, 1.378], [-2.447, -0.538, 2.934], [-2.923, -2.022, -2.249], [-1.876, -3.134, -2.808], [-1.323, -4.230, -1.728], [0.059, -4.972, -2.227], [1.310, -4.387, -1.343], [1.928, -3.158, -2.029], [3.288, -3.634, -2.495], [4.359, -3.595, -1.605], [3.425, -4.112, -3.944], [-4.299, -2.928, -2.037], [-5.113, -3.231, -3.440], [-6.054, -4.605, -3.280], [-7.311, -4.625, -3.772], [-5.565, -5.853, -2.669], [-3.121, -1.037, -3.569], [-2.962, -1.277, -5.005], [-3.517, 0.172, -2.975], [-3.850, 1.278, -3.971], [-2.528, 1.987, -4.649], [-2.612, 1.941, -6.145], [-3.549, 0.205, -1.433], [-2.985, 2.009, -1.145], [-5.013, 0.265, -0.683], [-6.284, 0.561, -1.692], [-6.903, -0.346, -2.454], [-6.814, 1.952, -1.714], [2.642, 1.705, -2.073], [1.652, 0.118, -2.575], [2.603, 0.121, -0.914], [-0.078, 1.701, -1.959], [1.971, 2.951, 0.094], [0.615, 3.724, -1.024], [0.106, 3.013, 0.653], [-0.979, 0.814, 0.546], [0.550, -0.285, 0.602], [-0.646, -0.376, -2.322], [-0.227, -1.752, -1.075], [-2.365, -3.753, -3.704], [-0.927, -2.609, -3.294], [-2.146, -5.091, -1.673], [-1.225, -3.776, -0.646], [-0.058, -6.120, -1.935], [0.205, -4.929, -3.387], [0.916, -4.009, -0.292], [2.095, -5.238, -1.139], [1.361, -3.002, -2.906], [3.928, -3.202, -0.720], [2.897, -3.410, -4.509], [4.459, -4.062, -4.144], [-4.076, -4.002, -1.566], [-5.078, -2.437, -1.305], [-4.424, -3.455, -4.362], [-5.881, -2.376, -3.734], [-5.422, -5.745, -1.674], [-2.853, -2.240, -5.243], [-4.557, 2.121, -3.529], [-4.477, 0.831, -4.885], [-1.562, 1.431, -4.287], [-2.522, 3.147, -4.389], [-1.784, 2.412, -6.505], [-2.787, 2.160, 0.236], [-4.985, 1.171, 0.084], [-5.227, -0.693, -0.008], [-1.216, 2.104, 6.396], [0.076, 1.429, 5.969], [0.577, 2.002, 4.756], [1.208, 3.196, 4.887], [1.386, 3.803, 5.933], [1.581, 3.615, 3.653], [2.173, 4.913, 3.640], [-1.946, 2.088, 5.581], [-1.644, 1.604, 7.269], [-1.048, 3.156, 6.651], [-0.121, 0.371, 5.762], [0.834, 1.467, 6.760], [3.003, 4.980, 4.350], [1.413, 5.669, 3.862], [2.563, 5.099, 2.636], [6.421, 1.305, 6.205], [5.765, 2.656, 5.980], [6.749, 3.671, 5.747], [7.289, 3.690, 4.503], [7.004, 2.936, 3.584], [8.221, 4.674, 4.462], [8.937, 4.738, 3.230], [7.169, 1.368, 7.002], [5.676, 0.552, 6.475], [6.944, 0.963, 5.306], [5.217, 2.947, 6.884], [5.038, 2.622, 5.160], [8.256, 4.801, 2.376], [9.594, 3.867, 3.137], [9.557, 5.638, 3.243]], "mulliken_charge": [-1.021, 0.977, -1.120, -0.407, 0.338, 1.207, -0.533, 0.196, -0.033, 0.640, -1.222, -0.241, -0.681, -0.622, -0.062, 0.350, -0.715, -0.563, -0.573, 0.257, 0.257, -0.501, -0.449, -1.151, -0.519, 0.518, -1.060, -0.027, -0.552, 0.260, -0.121, -0.287, 0.214, -0.432, -0.268, 0.410, 0.208, 0.241, -0.384, 0.352, 0.297, 0.182, -0.045, 0.346, 0.123, -0.658, 0.388, 0.150, 0.353, 0.135, 0.308, 0.291, 0.254, 0.461, 0.032, 0.291, 0.262, 0.329, 0.223, 0.254, 0.117, 0.194, 0.379, 0.468, 0.483, 0.480, 0.110, 0.294, 0.349, 0.256, 0.505, 0.508, -1.090, -0.232, -0.290, 0.647, -0.558, -0.215, -0.669, 0.242, 0.375, 0.331, 0.316, 0.339, 0.274, 0.326, 0.209, -1.182, -0.020, -0.352, 0.754, -0.560, -0.326, -0.619, 0.296, 0.366, 0.317, 0.355, 0.173, 0.283, 0.287, 0.229]}



{"formula": "C6H10N2O", "method": "ωB97M-V with the def2-TZVPD basis set", "e_above_lowest_kcal_mol": 118.4, "smiles": "N[C@H]1[C@H]2C[C@@H]1N(C=O)C2", "homo_ha": -0.3386, "elements": ["C", "C", "C", "C", "C", "C", "H", "H", "H", "H", "H", "H", "H", "H", "H", "H", "N", "N", "O"], "coordinates": [[-0.865, -0.661, -0.331], [-1.123, 0.883, -0.740], [-1.396, 1.092, 0.793], [-0.473, -0.220, 0.940], [0.422, 1.146, -0.763], [2.119, -0.418, 0.421], [-2.714, -1.157, -1.012], [-2.011, -2.555, -0.484], [-0.326, -1.068, -1.376], [-1.933, 1.150, -1.438], [-1.154, 1.813, 1.442], [-2.432, 0.811, 1.100], [-0.343, -0.673, 1.940], [0.663, 2.345, -0.648], [0.835, 0.620, -1.631], [2.133, -0.928, 1.405], [-2.179, -1.375, -0.190], [0.831, 0.321, 0.458], [3.077, -0.489, -0.387]], "mulliken_charge": [0.116, -0.373, -0.886, -0.375, -0.707, 0.066, 0.281, 0.316, 0.201, 0.451, 0.435, 0.377, 0.548, 0.271, 0.374, 0.305, -0.771, -0.090, -0.539]}



Number 1: calculated total energy -86309.387 eV. Number 2: calculated total energy -11406.954 eV.